Record 1
{"formula": "C14H56BrNbO14P", "method": "ωB97M-V with the def2-TZVPD basis set", "total_charge": -1, "multiplicity": 1, "molar_mass_g_mol": 652.37, "homo_lumo_gap_ha": 0.22949, "elements": ["O", "C", "C", "Nb", "Br", "P", "O", "H", "H", "H", "H", "H", "H", "H", "H", "C", "O", "H", "H", "H", "H", "C", "O", "H", "H", "H", "H", "C", "O", "H", "H", "H", "H", "C", "O", "H", "H", "H", "H", "C", "O", "H", "H", "H", "H", "C", "O", "H", "H", "H", "H", "C", "O", "H", "H", "H", "H", "C", "O", "H", "H", "H", "H", "C", "O", "H", "H", "H", "H", "C", "O", "H", "H", "H", "H", "C", "O", "H", "H", "H", "H", "C", "O", "H", "H", "H", "H"], "coordinates": [[1.47398, 0.95716, 2.99019], [0.45695, 1.79244, 2.76305], [-0.48501, 1.62741, 1.39150], [-2.25296, 0.29550, 2.03479], [-4.21024, -1.28131, 2.96135], [-3.77000, 2.34222, 2.09761], [-3.74612, 3.09985, 3.52063], [0.16743, 2.64102, 3.55116], [-0.81970, 2.68764, 0.99147], [0.13535, 1.12948, 0.50142], [-1.82216, 0.63419, 3.77056], [-1.09577, -1.10672, 1.98716], [-2.79392, 0.00768, 0.33301], [-5.11260, 1.93587, 1.74108], [-3.37129, 3.37050, 1.12706], [2.29653, -0.92027, -1.43198], [1.48655, -0.66021, -0.30031], [1.92581, -0.33457, -2.27643], [3.32834, -0.63216, -1.21657], [2.24782, -1.98348, -1.67945], [1.83935, -1.19330, 0.43237], [-0.18832, -1.78388, -4.54118], [0.90937, -0.92005, -4.31044], [-0.55335, -2.15858, -3.58205], [-0.98763, -1.23277, -5.04261], [0.13276, -2.62516, -5.16020], [1.21157, -0.60356, -5.17875], [-3.75551, -5.05645, 4.73825], [-4.02667, -5.12339, 3.35032], [-3.74009, -6.06967, 5.14656], [-2.78187, -4.58679, 4.89791], [-4.53737, -4.47738, 5.23565], [-4.03408, -4.21032, 3.01610], [3.34317, 3.06129, -2.15358], [2.05327, 2.74199, -1.66516], [3.30911, 4.04301, -2.63174], [4.05217, 3.08764, -1.32250], [3.65202, 2.31197, -2.88649], [2.11466, 1.86647, -1.24666], [5.23926, -0.12529, 1.78262], [4.18952, -0.97904, 1.36605], [6.18668, -0.51651, 1.40457], [5.07550, 0.87766, 1.38097], [5.27118, -0.09155, 2.87435], [3.36227, -0.60676, 1.71608], [1.11532, -3.95756, 1.99331], [1.22520, -2.77027, 2.75661], [0.09838, -4.34613, 2.08505], [1.32575, -3.73779, 0.94380], [1.82235, -4.70070, 2.37000], [2.13741, -2.44903, 2.65589], [6.19653, -0.25593, -2.94855], [5.38655, 0.00413, -1.81688], [5.82581, 0.32977, -3.79301], [7.22834, 0.03218, -2.73314], [6.14782, -1.31914, -3.19602], [5.73935, -0.52895, -1.08421], [-4.20048, 3.66583, -1.58397], [-3.95823, 2.27155, -1.62468], [-4.46440, 3.95096, -0.56288], [-3.29838, 4.20228, -1.88809], [-5.02752, 3.91259, -2.25415], [-3.72659, 2.04830, -2.54226], [-0.16074, 5.81402, 1.57156], [-1.21048, 4.96027, 1.15499], [0.78668, 5.42280, 1.19350], [-0.32450, 6.81697, 1.16990], [-0.12882, 5.84776, 2.66329], [-2.03773, 5.33255, 1.50501], [-5.93333, -4.68412, 8.31423], [-4.55503, -4.43753, 8.10482], [-6.21876, -5.58888, 7.77245], [-6.12085, -4.82660, 9.38127], [-6.51650, -3.83899, 7.94046], [-4.33113, -3.62950, 8.59718], [-1.89300, 4.32230, -4.78922], [-2.55336, 5.57153, -4.87708], [-2.63951, 3.53318, -4.67269], [-1.32023, 4.14691, -5.70312], [-1.22682, 4.32144, -3.92305], [-1.86607, 6.25163, -4.97981], [3.13928, -3.61072, -6.78227], [1.84937, -3.93001, -6.29385], [3.10521, -2.62900, -7.26043], [3.84827, -3.58437, -5.95120], [3.44812, -4.36004, -7.51519], [1.91076, -4.80554, -5.87536]], "atomic_forces_ev_per_a": [[-5.05, 4.59, -0.98], [2.72, -3.49, -0.91], [1.69, 0.99, 0.59], [1.51, -2.68, 0.93], [0.90, 0.66, -0.37], [-0.17, 3.44, 2.73], [-0.23, -1.74, -3.06], [0.57, -1.81, -1.61], [0.47, -2.00, 1.17], [-1.22, 0.71, 2.25], [-0.23, 0.71, 0.29], [0.14, 0.13, -0.53], [-0.57, 0.53, -0.51], [0.44, 0.49, -0.20], [-0.69, -0.90, 0.23], [0.31, 0.08, 0.17], [-0.04, -0.09, 0.46], [-0.07, -0.18, 0.19], [-0.09, -0.17, -0.23], [0.10, -0.03, -0.30], [-0.48, 0.36, -0.31], [-0.06, -0.14, -0.20], [0.44, 0.38, -0.44], [0.12, 0.18, -0.08], [-0.20, -0.16, 0.04], [-0.21, -0.06, 0.03], [-0.14, -0.17, 0.56], [-0.05, 0.28, -0.13], [-0.07, 0.13, -0.42], [-0.03, 0.09, -0.13], [-0.03, -0.01, 0.29], [0.16, -0.04, 0.26], [0.02, -0.35, 0.10], [-0.18, -0.26, 0.18], [-0.06, -0.22, 0.11], [-0.10, -0.10, 0.08], [0.25, 0.05, -0.16], [0.28, 0.08, -0.05], [-0.22, 0.37, -0.09], [-0.30, 0.14, 0.13], [-0.39, -0.26, 0.03], [-0.12, -0.06, 0.02], [0.20, 0.08, 0.10], [0.22, 0.16, -0.02], [0.25, 0.14, -0.11], [0.15, 0.18, 0.05], [0.45, 0.24, 0.04], [0.13, 0.18, 0.03], [-0.08, -0.26, -0.15], [-0.04, -0.25, -0.16], [-0.50, -0.12, 0.20], [0.02, -0.08, 0.23], [0.27, -0.05, 0.35], [-0.02, -0.05, 0.19], [0.12, -0.05, -0.27], [0.14, 0.00, -0.24], [-0.38, 0.31, -0.28], [0.05, -0.05, -0.25], [0.04, -0.28, -0.36], [0.05, -0.15, -0.21], [-0.09, 0.28, 0.07], [-0.04, 0.29, 0.01], [-0.07, 0.01, 0.63], [-0.22, -0.05, 0.07], [-0.41, 0.22, -0.05], [-0.19, -0.04, 0.00], [0.23, 0.15, 0.08], [0.21, 0.15, 0.03], [0.35, -0.43, -0.10], [0.09, 0.21, 0.06], [0.33, 0.29, 0.24], [0.14, 0.14, 0.04], [-0.28, -0.07, 0.00], [-0.24, -0.12, 0.04], [-0.03, -0.46, -0.39], [0.25, 0.10, 0.09], [0.06, 0.61, -0.14], [0.05, 0.20, -0.03], [0.07, -0.27, 0.05], [0.05, -0.30, -0.04], [-0.48, -0.37, 0.11], [0.02, -0.19, 0.13], [-0.19, -0.44, 0.16], [-0.09, -0.16, 0.10], [0.20, 0.10, -0.15], [0.24, 0.13, -0.09], [-0.15, 0.54, -0.19]]}

=====

Record 2
{"formula": "C6H9NS", "method": "ωB97M-V with the def2-TZVPD basis set", "total_charge": 0, "multiplicity": 1, "smiles": "CC(=S)C(C)(C)C#N", "molar_mass_g_mol": 127.21, "homo_lumo_gap_ha": 0.31275, "elements": ["C", "C", "S", "C", "C", "C", "C", "N", "H", "H", "H", "H", "H", "H", "H", "H", "H"], "coordinates": [[-0.87503, -1.93275, 0.19867], [-1.21840, -0.59389, -0.14416], [-2.57504, 0.18478, -0.22744], [0.38785, 0.41507, -0.20919], [0.10759, 1.39044, -1.33235], [0.49918, 0.98572, 1.20890], [1.50244, -0.47997, -0.27079], [2.36301, -1.24178, -0.29156], [-1.55752, -2.78021, 0.24658], [-0.12237, -2.39105, -0.51950], [-0.21122, -1.82363, 1.19020], [-0.51879, 2.24308, -0.96220], [-0.30823, 0.72499, -2.08320], [1.02992, 1.92328, -1.61781], [-0.36745, 1.41621, 1.63613], [0.63854, 0.10390, 1.88454], [1.22551, 1.85582, 1.29318]], "atomic_forces_ev_per_a": [[3.24, -2.59, 1.10], [2.95, 1.84, 0.19], [-0.98, 0.40, -0.24], [-3.29, -0.31, 1.58], [0.98, 0.71, 0.82], [0.81, 0.11, 0.69], [0.30, -0.48, -1.23], [0.11, 0.01, 0.06], [-0.84, 0.75, 0.52], [-0.43, 1.00, 0.61], [-1.53, -0.59, -1.89], [-0.11, -1.27, -0.50], [-0.14, 1.02, -0.75], [-0.15, -0.58, -0.36], [-1.57, 0.52, -0.33], [0.81, 1.05, -0.24], [-0.15, -1.58, -0.05]]}

=====

Record 3
{"formula": "C19H21BNORu", "method": "ωB97M-V with the def2-TZVPD basis set", "total_charge": 1, "s2": 6.033, "multiplicity": 5, "molar_mass_g_mol": 391.26, "homo_lumo_gap_ha": [0.22731, 0.17174], "elements": ["C", "C", "C", "H", "C", "C", "H", "H", "H", "H", "C", "C", "C", "H", "C", "C", "H", "H", "H", "H", "Ru", "O", "C", "C", "H", "H", "H", "H", "C", "C", "C", "H", "C", "H", "C", "H", "C", "H", "B", "C", "N", "H", "H", "H"], "coordinates": [[0.66863, -2.13980, 2.89165], [-0.59487, -2.31821, 2.24660], [-0.47202, -1.88762, 0.89107], [-1.52967, -2.66978, 2.69410], [0.90057, -1.43869, 0.67873], [1.59666, -1.57502, 1.95090], [2.64310, -1.33003, 2.11435], [0.88637, -2.34677, 3.93840], [-1.26474, -1.92037, 0.15361], [1.36532, -1.18239, -0.27055], [-0.76551, 1.94297, 1.27303], [-0.30722, 2.18095, 2.60881], [1.10061, 1.88337, 2.67244], [-0.93430, 2.49276, 3.44041], [1.52780, 1.47186, 1.36522], [0.38722, 1.56487, 0.48586], [0.42698, 1.49951, -0.58688], [-1.79620, 1.98236, 0.91803], [1.73195, 1.93187, 3.55735], [2.52804, 1.18053, 1.06282], [0.09867, -0.00288, 1.84280], [-0.70702, -0.07378, -1.36661], [-1.84312, -0.65842, -2.02160], [-0.49952, -0.93534, -2.64115], [-2.30587, -1.47155, -1.46432], [-2.50666, 0.06371, -2.51060], [-0.06164, -1.91209, -2.43010], [1.11416, -1.83065, -4.70906], [0.69605, -0.84760, -4.88520], [-0.06792, -0.23673, -3.85764], [-0.49460, 1.09656, -4.04025], [-0.98910, 1.59944, -3.21115], [-0.28145, 1.74705, -5.25111], [-0.63895, 2.76182, -5.36618], [0.38687, 1.09932, -6.29531], [0.53340, 1.59992, -7.24341], [0.90222, -0.19869, -6.10592], [1.46199, -0.69264, -6.91227], [-0.27960, -0.09408, 6.21195], [-0.90595, -0.05781, 4.81658], [-1.32509, -0.01668, 3.71655], [0.82690, -0.62678, 6.12740], [-1.02317, -0.71480, 6.96522], [-0.18933, 1.08033, 6.54545]], "atomic_forces_ev_per_a": [[1.30, -0.30, 0.00], [-0.14, 0.33, -1.17], [0.83, -2.26, 0.15], [0.56, 0.24, -0.06], [0.20, -1.43, -0.59], [-0.35, -1.23, 0.11], [-0.30, -0.19, 0.04], [-0.12, 0.14, -0.28], [0.24, 0.15, 0.21], [-0.24, -0.11, 0.28], [0.90, 1.61, -0.56], [0.43, -0.14, -0.34], [0.60, 1.41, -0.12], [0.25, -0.22, -0.21], [0.10, 1.24, 0.47], [-0.05, 1.50, 0.01], [-0.09, -0.36, 0.06], [0.40, 0.11, 0.14], [-0.28, -0.05, -0.18], [-0.17, 0.24, 0.08], [-4.05, -0.28, 2.97], [-0.01, -1.21, -1.66], [1.15, -0.09, -0.54], [-1.28, 0.53, 1.63], [-0.22, 0.16, -0.13], [0.16, -0.38, 0.16], [-0.02, 0.26, 0.11], [-0.09, -0.11, -0.11], [-0.58, 0.36, 0.60], [0.39, 1.12, -1.08], [0.20, -0.63, -0.22], [-0.01, 0.00, -0.28], [0.22, -0.31, 0.08], [0.04, -0.01, -0.11], [0.17, -0.63, 0.44], [-0.01, 0.01, 0.04], [-0.23, 0.51, 0.15], [-0.29, 0.25, 0.48], [0.10, 0.19, 0.89], [-0.22, -0.21, -1.06], [0.57, -0.20, 0.19], [-0.34, 0.07, -0.17], [0.26, 0.17, -0.33], [0.03, -0.26, -0.06]]}